No. 1
Here is C13H8FeN6O4 as an isolated structure in a non-equilibrium geometry from the Open Molecules 2025 dataset. Energies are from ωB97M-V/def2-TZVPD.

- charge = +1
- HOMO-LUMO gap (alpha / beta) (eV) = 8.47 / 8.39
- relative energy (zero: lowest compared OMol25 entry of this formula, charge and spin) (kJ/mol) = 0.0
- multiplicity = 2
- HOMO energy (alpha / beta) (eV) = -13.37 / -13.39

Last column: Mulliken charge in e.
Positions of all 32 atoms, in Å:
Fe: 0.08232 -0.49487 -0.45966  0.028
O: 2.03353 2.44115 -2.20737  -0.545
C: 1.74905 1.50105 -1.52826  0.275
O: 0.75632 0.64715 -1.72847  -0.609
C: 2.49785 1.08742 -0.30607  0.655
C: 3.79048 1.39704 0.06457  -0.761
C: 4.33053 0.72546 1.15839  -0.216
C: 3.59885 -0.26194 1.81375  -0.761
C: 2.31347 -0.50844 1.37610  0.651
N: 1.80519 0.19978 0.38437  0.236
C: 1.38980 -1.61860 1.75904  0.277
O: 1.49656 -2.26870 2.75490  -0.545
O: 0.47621 -1.75897 0.81167  -0.609
H: 4.34648 2.12457 -0.51033  0.541
H: 5.33597 0.95452 1.48560  0.459
H: 4.00310 -0.84986 2.62596  0.542
N: -2.33411 2.02174 1.68344  0.149
C: -1.07862 1.64871 1.46417  -0.022
N: -1.09523 0.69592 0.54877  0.134
C: -2.40791 0.53426 0.24972  0.126
N: -3.20322 1.32124 0.91660  -0.678
C: -2.75419 -0.46497 -0.74511  0.842
C: -4.03084 -0.77495 -1.17337  -0.263
N: -4.23391 -1.71424 -2.09116  -0.511
C: -3.16601 -2.33972 -2.57932  -0.295
C: -1.87918 -2.03550 -2.15798  -0.167
N: -1.68784 -1.09352 -1.23694  0.084
H: -2.67901 2.72533 2.32045  0.197
H: -0.21526 2.06336 1.95747  0.519
H: -4.89299 -0.25948 -0.76990  0.458
H: -3.33726 -3.10371 -3.32584  0.390
H: -1.01014 -2.54120 -2.55519  0.420

No. 2
Here is C13H9BrCl4N5O4V as an isolated structure in a non-equilibrium geometry from the Open Molecules 2025 dataset. Energies are from ωB97M-V/def2-TZVPD.

- charge = 0
- HOMO-LUMO gap (alpha / beta) (eV) = 7.15 / 6.45
- relative energy (zero: lowest compared OMol25 entry of this formula, charge and spin) (kJ/mol) = 151.2
- multiplicity = 3
- HOMO energy (alpha / beta) (eV) = -8.06 / -8.10

Last column: Mulliken charge in e.
Positions of all 37 atoms, in Å:
V: 0.17063 0.92890 0.37689  0.248
Cl: 4.45541 -0.30193 -4.51476  -0.199
C: 3.11107 0.27830 -3.60639  0.416
C: 2.19285 1.15020 -4.18574  0.290
Cl: 2.39404 1.65887 -5.81966  -0.194
C: 1.09955 1.61723 -3.44729  -0.032
Cl: -0.06975 2.68505 -4.12028  -0.195
C: 0.94709 1.20510 -2.14076  0.553
O: -0.08812 1.50779 -1.33199  -0.657
C: 1.87496 0.33945 -1.55860  0.210
O: 1.57592 0.01420 -0.28360  -0.529
C: 2.94782 -0.13272 -2.27962  -0.204
Cl: 4.05057 -1.21487 -1.51111  -0.206
N: 1.26908 -0.76598 2.67698  -0.405
N: 0.30796 -0.18590 3.50203  -0.179
C: -0.18327 1.01333 3.15198  0.860
N: -1.25976 1.46249 3.80490  -0.474
N: 0.51593 1.71476 2.24707  -0.628
N: -0.22654 2.55679 1.38584  0.966
O: -1.43810 2.14434 1.11613  -0.625
O: 0.28403 3.62195 0.99845  -0.644
H: 1.06956 -1.74764 2.54180  0.264
H: 2.21061 -0.61805 3.01954  0.241
H: 0.11164 -0.55659 4.42007  0.207
H: -1.85584 0.78450 4.25181  0.226
H: -1.73829 2.24997 3.39151  0.263
Br: -3.99656 -4.22595 -0.69679  -0.204
C: -2.82367 -2.77294 -0.36819  0.107
C: -3.33911 -1.49120 -0.26612  -0.590
C: -2.47536 -0.43424 -0.01528  -0.375
C: -1.09906 -0.63489 0.13222  0.629
C: -0.61424 -1.93973 -0.00046  -0.193
C: -1.46760 -3.01089 -0.24165  -0.671
H: -4.40054 -1.31985 -0.38853  0.421
H: -2.88569 0.56505 0.04803  0.387
H: 0.45021 -2.13062 0.06243  0.492
H: -1.07741 -4.01425 -0.35086  0.422

No. 3
Here is C13H9Cl2IrNO6 as an isolated structure in a non-equilibrium geometry from the Open Molecules 2025 dataset. Energies are from ωB97M-V/def2-TZVPD.

- charge = +1
- HOMO-LUMO gap (alpha / beta) (eV) = 5.06 / 4.80
- HOMO energy (alpha / beta) (eV) = -11.29 / -11.22

Last column: Mulliken charge in e.
Positions of all 32 atoms, in Å:
Ir: -0.05682 -0.17551 0.94449  1.729
O: 0.50128 -4.19431 2.57639  -0.412
C: 0.25858 -2.93001 2.37019  0.682
O: -0.15072 -2.48431 1.31449  -0.726
C: 0.50908 -2.07861 3.60339  -0.482
O: 0.47468 -0.69451 3.30279  -0.532
C: 1.64428 0.01579 3.61049  -0.509
C: 2.70628 -0.07071 2.38339  0.744
O: 3.86548 -0.09931 2.69209  -0.585
O: 2.13848 -0.10731 1.26999  -0.754
H: 0.29578 -4.77241 1.81789  0.403
H: 1.45978 -2.37731 4.05609  0.440
H: -0.30282 -2.29411 4.31169  0.412
H: 2.13398 -0.35341 4.51359  0.336
H: 1.38698 1.07249 3.71489  0.349
Cl: -2.96502 3.90859 0.00119  -0.152
C: -2.20102 2.94209 -1.17151  0.303
C: -2.41392 3.17049 -2.52911  -0.614
C: -1.81912 2.38469 -3.49741  0.675
Cl: -2.07822 2.71929 -5.15011  -0.204
C: -0.98572 1.28879 -3.12821  0.003
C: -0.37872 0.40509 -4.03651  -0.598
C: 0.37158 -0.64441 -3.56061  -0.822
C: 0.51048 -0.81661 -2.18041  -0.076
N: -0.05002 0.00069 -1.31621  -0.527
C: -0.77322 1.04889 -1.75201  0.489
C: -1.34492 1.89339 -0.72281  0.595
O: -1.08272 1.68069 0.49839  -0.974
H: -3.06582 3.97569 -2.83111  0.477
H: -0.51792 0.55929 -5.09491  0.470
H: 0.84818 -1.33511 -4.23641  0.420
H: 1.08188 -1.63791 -1.77401  0.441

No. 4
Here is C13H9F3N3PtS7 as an isolated structure in a non-equilibrium geometry from the Open Molecules 2025 dataset. Energies are from ωB97M-V/def2-TZVPD.

- charge = -1
- HOMO-LUMO gap (eV) = 5.92
- relative energy (zero: lowest compared OMol25 entry of this formula, charge and spin) (kJ/mol) = 96.5
- HOMO energy (eV) = -3.94

Last column: Mulliken charge in e.
Positions of all 36 atoms, in Å:
Pt: 0.67742 0.20756 0.31532  0.579
S: -2.29315 5.88938 3.55322  -0.315
C: -1.63697 4.55732 2.86147  0.114
S: -0.03593 3.97252 3.21561  -0.115
C: -0.08059 2.56297 2.16510  0.060
C: -1.24565 2.36376 1.46916  0.123
S: -1.61282 1.03653 0.44978  -0.470
S: -2.49095 3.57486 1.70505  -0.121
S: 1.31307 1.57375 2.10585  -0.464
F: 3.34390 -1.05844 -4.43295  -0.236
C: 3.40272 -2.05449 -3.53264  0.608
F: 3.75332 -3.15634 -4.23646  -0.314
F: 4.46144 -1.79714 -2.74638  -0.220
C: 2.13367 -2.26100 -2.76918  -0.087
C: 1.40770 -3.43058 -2.91473  -0.216
C: 0.27194 -3.62879 -2.14201  -0.882
C: -0.09352 -2.64834 -1.23486  -0.057
N: 0.59981 -1.53707 -1.08132  -0.271
C: 1.69652 -1.29027 -1.84042  0.508
S: 2.43237 0.21834 -1.54775  -0.514
H: 1.72495 -4.18378 -3.62090  0.469
H: -0.30367 -4.53225 -2.22958  0.424
H: -0.96144 -2.75622 -0.59843  0.313
C: 0.99317 -3.36847 2.16215  -0.984
N: 0.35026 -2.26919 2.82120  0.326
C: 0.92886 -1.41371 3.73043  -0.267
C: 0.01063 -0.48731 4.07717  -0.693
N: -1.13014 -0.77079 3.36690  0.223
C: -0.93253 -1.87089 2.59313  -0.196
S: -2.07598 -2.67551 1.71251  -0.457
H: 1.55934 -3.96065 2.88246  0.367
H: 1.66757 -3.00545 1.38014  0.275
H: 0.22218 -3.99400 1.70817  0.324
H: 1.93988 -1.53513 4.06260  0.431
H: 0.08004 0.33960 4.75272  0.449
H: -1.95701 -0.20385 3.30462  0.282